[1]
ORCA calculation (the ωB97M-V functional and the def2-TZVPD basis) on the molecule C5H9NO3 at a distorted geometry.

Last column: natural (NBO) charge in e.
CARTESIAN COORDINATES (ANGSTROEM)
C -0.23686 -0.48763 -0.95786  -0.111
C -0.71650 0.96130 -0.71870  -0.528
C -0.45873 0.82878 1.84960  -0.738
C 1.30568 -0.73404 -0.30684  0.801
C 0.09105 1.16416 0.50113  0.619
N -1.17162 -1.51106 -0.53254  -0.828
O 2.30807 -0.25586 -1.08373  -0.722
O 1.46467 -1.70783 0.41964  -0.591
O 1.35816 1.32567 0.41217  -0.574
H 2.22746 -0.22299 -2.05439  0.504
H -0.02235 -0.59310 -2.02318  0.196
H -1.65545 -1.30565 0.33669  0.359
H -0.66494 -2.37993 -0.34347  0.388
H -0.36905 1.60760 -1.52704  0.248
H -1.78846 1.06225 -0.53844  0.233
H 0.00527 1.49980 2.57753  0.258
H -1.54334 0.93339 1.88288  0.214
H -0.13306 -0.18485 2.10655  0.270

For the LUMO energy, the calculation gives 0.57 eV. Its energy above the lowest of the compared OMol25 structures with the same formula, charge and spin is 2.932 eV. The max |F| comes out at 0.09214 hartree/bohr. The HOMO energy comes out at -9.47 eV.

[2]
ORCA calculation (the ωB97M-V functional and the def2-TZVPD basis) on a structure of composition C5H9NO3 at a distorted geometry.

Last column: natural (NBO) charge in e.
CARTESIAN COORDINATES (ANGSTROEM)
C 1.99294 -0.22426 0.97510  -0.257
C -0.41795 -0.72603 1.42115  0.058
C -1.65149 -0.30088 1.34751  -0.504
O 0.64464 0.25104 0.94261  -0.498
H 0.06189 -1.67404 1.61933  0.191
H 2.63499 0.63183 0.77142  0.202
H 2.21175 -0.59516 1.97854  0.191
H 2.13363 -0.99840 0.21941  0.217
H -2.45450 -0.99332 1.54933  0.218
H -1.62538 0.87428 0.73064  0.340
C -0.02023 0.00556 -1.54546  0.590
N -1.21141 -0.01830 -2.17103  -0.799
C 0.10692 1.17234 -0.54055  0.391
O 0.89906 -0.75905 -1.78027  -0.624
O -0.96054 1.78188 -0.18551  -0.705
H -1.46248 -0.81055 -2.74034  0.406
H -1.91855 0.64765 -1.90318  0.420
H 1.03672 1.73542 -0.68869  0.164

For the LUMO energy, the calculation gives 0.87 eV. Its energy above the lowest of the compared OMol25 structures with the same formula, charge and spin is 4.577 eV. The max |F| comes out at 0.06985 hartree/bohr. The HOMO energy comes out at -9.28 eV.

[3]
ORCA calculation (the ωB97M-V functional and the def2-TZVPD basis) on the molecule C5H9NO3 at a distorted geometry.

Last column: natural (NBO) charge in e.
CARTESIAN COORDINATES (ANGSTROEM)
C -0.53210 0.55403 2.51312  -0.418
N -1.60659 0.27248 1.56146  -0.451
C -2.08973 1.44331 0.81058  -0.220
C -2.84542 0.88697 -0.39164  -0.538
C -2.22051 -0.45419 -0.67962  0.529
O -2.50297 -1.19349 -1.59139  -0.485
C -1.23710 -0.85284 0.44565  0.594
O -0.02319 -0.85106 0.11022  -0.759
H -0.31087 -0.35803 3.07835  0.229
H 0.35871 0.86145 1.95552  0.242
H -0.84520 1.34888 3.20063  0.204
H -2.70259 2.07933 1.45957  0.212
H -1.21165 2.01526 0.48642  0.223
H -3.90857 0.71815 -0.16208  0.244
H -2.79963 1.53873 -1.27244  0.255
H -2.38242 -0.36652 2.07401  0.460
O -1.75993 -2.04354 1.23188  -0.808
H -0.96980 -2.55893 1.43257  0.487

For the LUMO energy, the calculation gives 0.42 eV. Its energy above the lowest of the compared OMol25 structures with the same formula, charge and spin is 2.548 eV. The max |F| comes out at 0.06275 hartree/bohr. The HOMO energy comes out at -8.60 eV.

[4]
ORCA calculation (the ωB97M-V functional and the def2-TZVPD basis) on the molecule C5H9NO3 at a distorted geometry.

Last column: natural (NBO) charge in e.
CARTESIAN COORDINATES (ANGSTROEM)
C -0.38279 0.86178 2.60901  -0.661
C -0.20642 0.60653 1.07322  0.530
C -1.45905 -0.51809 -1.56835  0.217
C 0.86814 -0.73282 -1.52406  -0.081
C 1.70337 -0.30004 -0.24643  -0.080
H -1.41560 0.87696 2.83219  0.238
H 0.06582 -0.00323 3.26831  0.213
H 0.06198 1.79755 2.87288  0.225
H -1.67791 -0.10500 -2.57223  0.171
H -2.21067 -1.18930 -1.27432  0.171
H 0.72754 0.26555 -2.07672  0.172
H 1.51480 -1.27079 -2.09703  0.173
H 2.58946 0.24627 -0.64702  0.207
H 1.85170 -1.14866 0.52314  0.194
N -1.37491 0.48373 0.47458  -0.208
O -1.31613 0.63143 -0.82425  -0.399
O -0.31695 -1.29304 -1.26783  -0.533
O 0.97762 0.79118 0.44491  -0.548

For the LUMO energy, the calculation gives 0.97 eV. Its energy above the lowest of the compared OMol25 structures with the same formula, charge and spin is 5.213 eV. The max |F| comes out at 0.10621 hartree/bohr. The HOMO energy comes out at -9.14 eV.

| no. | electronic energy (Ha) |
| --- | --- |
| 1 | -476.336429 |
| 2 | -476.275965 |
| 3 | -476.350532 |
| 4 | -476.252594 |